The following is a quantum chemistry calculation of the ion C5H11N3 with charge +2 in a non-equilibrium geometry, from the OMol25 dataset.

Calculated values
- relative energy (zero: lowest compared OMol25 entry of this formula, charge and spin) (kcal/mol) = 218.47
- highest occupied orbital energy (alpha / beta) (eV) = -19.540 / -19.443
- spin multiplicity = 1
- net charge = +2
- total energy (eV) = -9808.4691
- M (g/mol) = 113.16

Positions of all 19 atoms, in Å:
N 0.607 0.670 -0.081
H -1.347 2.113 -0.881
C -1.585 1.720 0.065
H -2.952 -1.617 -0.943
C -0.740 0.378 -0.016
H 3.567 0.055 1.097
C 1.514 -1.499 -0.362
H -2.582 1.392 0.363
H 3.768 -0.389 -0.570
H 0.950 1.673 0.057
H -1.055 2.166 0.950
H -3.270 -0.761 0.531
N 1.716 -0.314 -0.166
C 3.016 0.210 0.089
H -2.512 -2.415 0.742
H 3.104 1.271 -0.189
H 1.584 -2.574 -0.557
N -1.289 -0.706 -0.163
C -2.493 -1.371 0.033